1.
Formula: C6H9N
Source: the OMol25 dataset
Level of theory: ωB97M-V with the def2-TZVPD basis set

```
16
Properties=species:S:1:pos:R:3
C -0.9413 -1.8122 0.1915
C 0.0331 -0.6782 0.0976
C 1.4287 -0.9321 0.1774
C 2.0868 0.2559 0.0126
N 1.1320 1.2265 -0.1533
C -0.1316 0.6778 -0.0932
C -1.3489 1.5429 -0.2340
H -1.0361 -2.3405 -0.7653
H -1.9430 -1.5134 0.5148
H -0.5358 -2.5447 0.9014
H 1.8243 -1.9207 0.3768
H 3.1394 0.4992 -0.0009
H 1.3215 2.2124 -0.2319
H -2.1992 1.1063 0.2997
H -1.6479 1.6780 -1.2813
H -1.1817 2.5428 0.1882
```

- SMILES = Cc1cc[nH]c1C
- orbital gap (eV) = 8.88
- energy above the lowest of the compared OMol25 structures with the same formula, charge and spin (kcal per mole) = 3.31
- E_HOMO (eV) = -7.81

Atom charges from the Löwdin analysis, given in e for atoms 1 to 5:
1. C -0.057
2. C -0.268
3. C -0.073
4. C -0.129
5. N 0.040

=====

2.
Formula: C6H9N
Source: the OMol25 dataset
Level of theory: ωB97M-V with the def2-TZVPD basis set

```
16
Properties=species:S:1:pos:R:3
H 1.2642 -2.3480 0.5284
N 0.6660 -1.5246 0.4812
C 1.3548 -0.5020 0.1401
C 2.8022 -0.5188 -0.2610
C 0.6631 0.7730 -0.0652
C -0.6261 0.7483 0.1648
C -1.8501 0.8409 0.5734
C -3.0812 0.2460 -0.0503
H 2.8797 -0.5950 -1.3532
H 3.3071 0.4018 0.0445
H 3.3034 -1.3788 0.1858
H 1.1442 1.6288 -0.5278
H -1.6529 1.9115 0.7748
H -3.4871 -0.5909 0.5316
H -3.8631 1.0035 -0.1081
H -2.8568 -0.1275 -1.0551
```

- SMILES = [H]/N=C(\C)C=C=CC
- orbital gap (eV) = 8.89
- energy above the lowest of the compared OMol25 structures with the same formula, charge and spin (kcal per mole) = 81.11
- E_HOMO (eV) = -8.19

Atom charges from the Löwdin analysis, given in e for atoms 1 to 5:
1. H 0.045
2. N 0.122
3. C -0.458
4. C -0.053
5. C -0.071